C47H109O36P5 | ωB97M-V/def2-TZVPD

Structure (XYZ):
```
197
Properties=species:S:1:pos:R:3:forces:R:3:lowdin_charge:R:1
C 4.7416 1.8743 -4.9800 0.435 0.243 1.615 -0.11
O 3.8490 2.0934 -6.0251 0.099 1.006 -0.339 -0.18
P 3.2228 0.9285 -6.8246 0.733 -1.792 -0.244 0.28
O 4.0166 -0.3023 -6.9839 -0.048 0.463 0.282 -0.22
O 1.8333 0.6998 -6.1668 -1.334 0.121 0.114 -0.20
C 1.6536 -0.1376 -5.0421 -0.001 -0.378 0.456 -0.08
O 2.8274 1.6693 -8.1290 0.108 0.587 -0.149 -0.17
C 2.0795 0.9316 -9.0494 -2.167 0.361 -1.497 -0.13
H 4.7013 2.7692 -4.3582 0.287 0.123 -0.167 0.09
H 5.7487 1.6982 -5.3388 0.124 -0.080 -0.069 0.09
H 4.4345 1.0781 -4.2941 0.024 -0.220 -0.378 0.08
H 1.3127 -1.1188 -5.3734 0.117 -0.045 0.051 0.10
H 0.9054 0.3040 -4.3903 -0.029 0.136 -0.062 0.07
H 2.5747 -0.2323 -4.4675 -0.057 -0.162 -0.003 0.08
H 1.3857 0.1776 -8.6551 0.839 -0.244 0.507 0.09
H 2.6882 0.5400 -9.8542 0.231 -0.213 0.069 0.09
H 1.3278 1.6142 -9.4834 0.609 0.122 -0.115 0.10
C 3.8649 -5.0551 7.3079 1.449 0.128 -0.858 -0.09
O 2.9568 -4.4506 6.3889 0.000 -0.978 0.059 -0.20
P 2.8708 -2.8828 6.3407 0.251 -0.810 0.346 0.28
O 4.1450 -2.1820 6.2576 0.564 0.481 0.378 -0.21
O 1.9407 -2.6007 7.5724 -0.263 0.150 0.749 -0.17
C 2.3184 -1.6478 8.5348 0.181 2.053 0.884 -0.11
O 1.9275 -2.6976 5.1445 -0.975 0.953 -1.238 -0.19
C 2.5025 -2.6179 3.8231 -0.201 -0.701 -0.267 -0.06
H 4.2894 -4.3100 7.9815 -0.300 -0.177 0.378 0.08
H 4.7246 -5.4037 6.7180 -0.162 -0.001 0.121 0.09
H 3.4582 -5.9306 7.7941 -0.539 0.184 0.229 0.09
H 1.5132 -0.9338 8.7616 -0.192 -0.396 -0.500 0.09
H 3.1455 -1.0329 8.1676 0.023 -0.254 0.055 0.05
H 2.5946 -2.0103 9.5311 0.057 -0.821 -0.467 0.09
H 2.1793 -3.5372 3.3336 0.239 0.111 -0.274 0.08
H 3.5881 -2.5564 3.8671 -0.009 0.009 0.009 0.09
H 2.1113 -1.7713 3.2641 -0.146 0.125 0.294 0.09
C 2.0092 -6.9581 -0.8633 0.868 0.553 -1.055 -0.10
O 1.2936 -7.0482 0.3506 0.047 -0.487 0.060 -0.19
P 0.0980 -6.0382 0.5489 -0.391 -0.387 0.395 0.29
O 0.4934 -4.6449 0.6246 0.240 0.959 -0.118 -0.20
O -0.6385 -6.6271 1.7903 0.446 -0.102 1.536 -0.20
C -0.0756 -6.3875 3.1435 -0.882 0.202 -0.987 -0.02
O -0.9558 -6.3128 -0.5768 -0.142 -0.135 -0.210 -0.21
C -1.3072 -7.6084 -1.0300 -0.051 -0.756 -1.394 -0.09
H 3.0740 -7.1310 -0.7118 -0.106 -0.216 0.339 0.09
H 1.9633 -5.9526 -1.3026 -0.222 -0.111 0.144 0.09
H 1.6399 -7.6667 -1.6046 -0.081 -0.099 0.149 0.08
H 0.1679 -7.3508 3.5702 0.100 -0.062 0.058 0.09
H -0.8790 -5.8934 3.6848 0.112 -0.130 0.186 0.09
H 0.7774 -5.7153 3.1000 0.113 -0.118 -0.076 0.07
H -2.1983 -7.5045 -1.6508 -0.057 0.149 0.227 0.09
H -1.4955 -8.4036 -0.3075 0.085 0.581 0.594 0.10
H -0.5383 -7.9901 -1.7134 0.027 0.135 0.200 0.08
C -3.4300 3.5334 -5.7347 -0.731 0.564 0.964 -0.05
O -3.0488 4.6629 -4.8530 -0.271 -0.725 -0.910 -0.22
P -1.5793 5.2419 -4.9375 0.419 -1.286 -0.426 0.29
O -1.3471 6.3549 -4.0488 -0.183 1.114 0.946 -0.21
O -0.6385 3.9945 -4.7237 0.645 -0.173 0.383 -0.20
C 0.0884 3.8779 -3.4751 0.143 0.034 0.530 -0.08
O -1.3066 5.5133 -6.4676 -0.012 0.265 -0.332 -0.21
C -1.9778 6.6480 -7.0371 -0.592 -0.339 -0.227 -0.09
H -3.0457 3.5958 -6.7510 0.296 0.277 0.171 0.09
H -4.5180 3.5936 -5.7611 0.125 -0.088 -0.136 0.07
H -3.1636 2.5873 -5.2640 0.259 0.155 0.023 0.08
H -0.4937 3.2901 -2.7595 0.018 0.091 -0.177 0.07
H 0.3253 4.8537 -3.0422 -0.377 0.031 -0.197 0.08
H 1.0504 3.3814 -3.5925 -0.273 -0.237 -0.599 0.08
H -2.6106 7.1551 -6.3087 0.179 0.095 0.089 0.09
H -2.6326 6.2763 -7.8278 0.106 0.056 -0.060 0.09
H -1.2558 7.3360 -7.4569 0.204 0.050 0.059 0.09
C 1.3029 -2.4962 -1.3659 0.728 1.664 -0.497 -0.02
O 1.5211 -1.1068 -1.9028 0.296 -1.264 0.628 -0.22
P 0.9155 0.1335 -1.1612 0.027 0.113 -1.094 0.29
O 1.2329 1.3850 -1.8508 0.232 0.199 0.075 -0.22
O 1.3970 -0.0029 0.3270 0.002 -0.505 0.074 -0.21
C 1.1376 1.0860 1.1785 0.310 1.944 0.401 -0.11
O -0.6169 -0.1695 -1.0762 -0.642 -0.263 0.559 -0.21
C -1.4726 0.0528 -2.2150 0.268 0.257 0.471 -0.05
H 1.5485 -2.5366 -0.3076 -0.182 0.096 -0.012 0.06
H 2.0668 -3.0373 -1.9242 -0.543 -0.433 0.006 0.09
H 0.2614 -2.7533 -1.5455 0.257 -0.292 -0.051 0.06
H 1.5202 2.0383 0.7765 0.050 -0.388 -0.350 0.09
H 1.7002 0.9939 2.1035 -0.256 -0.546 0.150 0.07
H 0.0739 1.2800 1.3194 -0.112 -0.527 0.268 0.08
H -1.6674 -0.8973 -2.7036 -0.007 -0.057 -0.110 0.09
H -0.9965 0.7740 -2.8777 -0.133 -0.046 -0.165 0.07
H -2.3704 0.4821 -1.7982 -0.314 0.007 -0.243 0.06
O -3.6639 2.3879 -2.2362 0.018 -1.687 -0.933 0.09
C -3.9290 3.4199 -1.7069 0.980 0.899 0.646 -0.57
O -5.1511 3.9219 -1.6378 -0.635 0.087 0.769 0.01
C -6.2068 3.0829 -2.1295 -1.235 1.172 -0.992 -0.19
C -7.5615 3.7685 -1.8076 0.595 -1.192 0.510 -0.04
C -2.8657 4.2528 -1.0404 -0.633 0.683 0.459 0.04
H -6.1896 2.0741 -1.7206 0.387 0.027 -0.007 0.12
H -6.0985 3.0831 -3.2223 0.056 -0.513 0.194 0.12
H -7.8007 3.6060 -0.7476 0.172 0.566 -0.101 0.07
H -8.3649 3.2365 -2.3240 0.258 0.300 -0.136 0.04
H -7.5586 4.8140 -2.0930 -0.026 0.100 0.119 0.08
H -2.2541 4.7528 -1.7921 -0.073 0.052 0.030 0.08
H -2.2370 3.6423 -0.4043 0.163 -0.368 -0.293 0.07
H -3.3255 4.9821 -0.3696 0.059 0.215 -0.303 0.09
O 5.7069 -0.8162 1.1842 0.229 -1.247 0.727 0.11
C 5.6333 0.2841 0.7281 -1.199 0.038 -1.230 -0.58
O 6.4906 1.2476 0.9321 1.032 0.960 0.559 0.02
C 7.5614 1.0230 1.8634 0.403 -0.172 0.085 -0.21
C 7.8285 2.3015 2.5712 0.913 1.141 0.891 -0.08
C 4.5090 0.7361 -0.1568 -0.658 0.348 0.217 0.04
H 8.4575 0.7508 1.3003 -0.203 -0.270 -0.077 0.13
H 7.3321 0.2444 2.5907 -0.210 -0.196 -0.387 0.12
H 7.1314 2.5423 3.3769 -0.410 0.028 -0.421 0.07
H 7.9345 3.1305 1.8703 -0.351 0.054 0.024 0.08
H 8.7939 2.2896 3.1015 -0.083 -0.404 -0.266 0.09
H 3.9395 1.4927 0.3978 0.138 -0.047 -0.071 0.08
H 3.8358 -0.0893 -0.3415 0.043 -0.209 -0.081 0.06
H 4.7914 1.1968 -1.1007 0.352 -0.043 0.065 0.09
O -5.3658 -3.1996 -0.1656 0.502 0.289 -0.257 0.10
C -4.7234 -2.1762 -0.0610 -1.223 -0.294 0.561 -0.54
O -3.4127 -2.0889 -0.2196 0.157 -0.159 -0.224 0.01
C -2.7251 -3.3279 -0.3406 2.498 -0.643 -0.358 -0.21
C -2.5199 -3.9003 -1.7611 -2.219 0.489 0.094 -0.05
C -5.3380 -0.8956 0.4230 0.083 0.446 0.393 0.03
H -3.0617 -4.1083 0.3365 -0.680 0.291 0.030 0.12
H -1.7141 -3.0792 0.0045 -0.217 0.033 0.181 0.11
H -3.3444 -3.5456 -2.4043 0.450 0.286 0.031 0.08
H -2.7334 -4.9641 -1.7557 0.595 -0.190 0.094 0.06
H -1.5628 -3.6465 -2.1914 0.144 -0.116 -0.117 0.05
H -6.0466 -1.1697 1.2025 -0.146 0.007 -0.087 0.10
H -5.8780 -0.3578 -0.3508 -0.094 -0.145 -0.261 0.09
H -4.6375 -0.1820 0.8630 -0.070 -0.594 -0.333 0.04
O -6.2593 1.7135 -6.2292 0.879 7.570 -4.659 0.18
C -6.3462 0.7303 -5.6955 -0.554 -6.547 4.556 -0.63
O -7.4708 0.3273 -5.0834 -1.448 -0.533 0.155 -0.01
C -8.7089 0.9922 -5.3908 -1.520 0.511 0.744 -0.20
C -9.5007 1.2934 -4.0771 0.517 -1.532 -0.754 -0.05
C -5.2219 -0.2246 -5.4449 1.475 0.069 -0.806 0.03
H -9.3528 0.3304 -5.9885 0.506 -0.132 0.075 0.12
H -8.6341 1.9186 -5.9669 0.757 -0.195 0.113 0.11
H -10.4980 1.6706 -4.2958 0.190 0.535 -0.156 0.08
H -8.9248 1.9212 -3.4014 -0.278 -0.077 -0.122 0.03
H -9.7186 0.3159 -3.6177 0.368 0.339 0.243 0.08
H -5.3278 -1.1938 -5.9286 -0.422 -0.037 0.111 0.09
H -4.9441 -0.3772 -4.4061 -0.429 0.081 0.193 0.09
H -4.3599 0.2514 -5.9349 -0.090 -0.214 0.218 0.09
O -6.8079 3.2779 2.9629 -0.189 0.289 0.017 0.12
C -6.7880 2.2981 2.2650 -0.543 0.609 0.806 -0.57
O -5.6687 1.7485 1.8504 0.460 -0.670 -0.839 -0.01
C -4.4870 2.4388 2.1453 1.795 1.233 0.345 -0.22
C -3.3586 1.7859 1.3801 -0.657 -1.234 -0.618 -0.07
C -7.9740 1.5258 1.8283 -0.375 -0.295 0.169 0.03
H -4.3246 2.5091 3.2237 -0.052 -0.314 -0.001 0.13
H -4.4921 3.4880 1.8122 -0.670 -0.213 -0.008 0.13
H -2.4550 2.3753 1.3161 0.109 0.146 0.246 0.07
H -3.7472 1.6150 0.3657 0.355 0.398 -0.032 0.07
H -3.1348 0.7580 1.6905 0.243 0.346 0.450 0.08
H -7.8131 1.0791 0.8524 -0.134 0.010 -0.104 0.08
H -8.8411 2.1709 1.8706 -0.170 0.053 -0.191 0.09
H -8.1349 0.7214 2.5499 0.028 -0.049 -0.059 0.10
O -0.0332 3.6287 7.3777 -1.065 -1.752 4.072 0.14
C 0.4655 4.0018 6.3921 -0.577 2.552 -1.333 -0.62
O 0.5534 3.2597 5.3333 1.623 -0.064 -2.979 0.00
C 0.2431 1.8809 5.3982 -0.681 0.094 1.291 -0.20
C -1.2615 1.6783 5.4574 -0.385 -1.411 -0.933 -0.05
C 0.6990 5.4805 6.1872 1.305 -0.039 -0.789 0.03
H 0.6859 1.5014 6.3174 0.157 -0.194 -0.040 0.12
H 0.6842 1.3971 4.5396 0.213 0.092 -0.203 0.11
H -1.4727 0.8241 6.1067 -0.141 0.307 0.216 0.08
H -1.6412 1.3444 4.4807 0.101 0.261 0.032 0.06
H -1.8556 2.5355 5.7384 0.207 0.229 0.373 0.08
H -0.1951 6.0036 6.4930 -0.200 0.087 -0.042 0.09
H 0.9877 5.7086 5.1589 -0.353 0.018 0.007 0.07
H 1.5317 5.8495 6.7885 -0.125 -0.222 0.268 0.09
O 7.3804 -4.9663 0.2698 6.784 5.548 5.487 0.19
C 6.6661 -5.5913 -0.3188 -3.898 -5.423 -3.420 -0.70
O 5.5858 -5.1334 -0.8688 -2.707 0.994 -1.967 0.00
C 5.1148 -3.8205 -0.4291 0.967 -0.947 0.826 -0.17
C 4.0163 -4.1211 0.5385 -0.979 1.213 0.831 -0.06
C 6.8154 -7.0597 -0.5190 0.177 -0.926 -0.337 0.03
H 4.8404 -3.2214 -1.2877 -0.180 -0.148 -0.204 0.12
H 5.9296 -3.3342 0.1016 0.044 0.137 -0.232 0.10
H 3.0709 -4.3372 0.0507 -0.088 -0.254 0.066 0.04
H 3.8549 -3.2372 1.1729 -0.142 0.106 -0.334 0.07
H 4.2410 -4.8816 1.2868 0.315 -0.327 -0.409 0.10
H 6.0086 -7.6011 -0.0241 -0.225 0.058 -0.316 0.08
H 7.7327 -7.4272 -0.0723 0.204 0.246 0.014 0.08
H 6.8478 -7.2730 -1.5884 -0.271 -0.223 0.069 0.09
O 3.8890 2.2510 3.0969 -0.212 -1.686 -1.050 0.11
C 3.9644 2.9603 4.0458 0.610 1.683 0.255 -0.59
O 4.3653 2.6439 5.2626 0.303 -1.845 1.299 0.00
C 4.8059 1.2457 5.5845 1.195 -0.156 -1.827 -0.18
C 4.8405 1.0579 7.0673 0.836 0.310 -0.102 -0.08
C 3.6954 4.4254 3.9564 -0.579 2.135 0.258 0.01
H 5.8398 1.1306 5.1783 -0.511 0.492 0.315 0.12
H 4.2994 0.4609 5.0002 -0.650 0.661 0.393 0.11
H 5.4313 0.1862 7.3536 -0.398 -0.393 -0.424 0.08
H 3.8436 0.9832 7.4826 0.002 0.357 0.388 0.07
H 5.4876 1.8591 7.4407 -0.775 0.307 0.442 0.09
H 3.7121 4.9740 4.9015 -0.233 -0.595 0.289 0.08
H 2.7329 4.6396 3.4855 -0.046 -0.399 0.057 0.08
H 4.3844 5.0601 3.3853 0.372 -0.962 -0.371 0.09
```
Forces are in eV/Å.

Summary:
**2S+1**: 1
**Energy**: -170672.459 eV
**Total charge**: 0
**Strongest force on any atom**: 10.340 eV/A
**Highest occupied orbital energy**: -10.05 eV
**LUMO**: 0.014 Eh

CH5CsN2O2 | ωB97M-V/def2-TZVPD

Structure (XYZ):
```
11
Properties=species:S:1:pos:R:3:forces:R:3:lowdin_charge:R:1
Cs -1.5704 -1.2463 -1.4737 -0.805 -0.792 -0.619 1.06
O -3.3856 -3.0374 -2.9281 1.035 0.205 -0.025 -0.77
H -3.0173 -3.6159 -3.6240 -0.392 0.393 0.499 -0.18
C 0.8378 0.8755 0.5076 -2.736 -1.370 -2.074 -0.78
O 0.4178 0.7360 -0.6562 -0.378 0.859 1.232 -0.16
N 2.0869 0.8648 0.7787 5.288 0.514 -0.200 0.17
N 0.1472 0.9478 1.6250 -3.829 0.193 0.968 0.17
H 2.3005 1.0991 1.7377 0.730 0.329 -0.522 0.12
H 2.4778 1.4059 0.0207 1.468 -0.274 0.284 0.14
H 0.5433 0.8728 2.5511 -0.367 0.187 -0.364 0.12
H -0.8380 1.0977 1.4610 -0.014 -0.246 0.822 0.12
```
Forces are in eV/Å.

Summary:
**2S+1**: 1
**Energy**: -8740.263 eV
**Total charge**: 0
**Strongest force on any atom**: 5.317 eV/A
**Relative energy (zero: lowest compared OMol25 entry of this formula, charge and spin)**: 0.2490 eV
**Highest occupied orbital energy**: -6.14 eV
**LUMO**: -0.020 Eh

C5H9NO | ωB97M-V/def2-TZVPD

Structure (XYZ):
```
16
Properties=species:S:1:pos:R:3:forces:R:3:lowdin_charge:R:1
H -1.3998 1.5374 2.4271 0.078 0.029 0.012 0.06
N -0.5638 1.7579 1.8828 -0.108 -0.257 -0.287 0.16
C -0.5378 1.0339 0.8474 0.111 0.264 0.093 -0.45
C 0.5554 1.1973 -0.1845 -0.038 0.028 -0.068 -0.12
C 0.6584 0.0683 -1.1651 -0.248 -0.058 -0.152 -0.17
C -0.1988 -0.9445 -1.1576 0.088 0.180 0.010 -0.12
C -1.2154 -1.0707 -0.0627 0.014 -0.154 -0.158 -0.17
O -1.5542 0.1713 0.5509 -0.001 0.065 0.079 -0.03
H 0.3237 2.1007 -0.7621 0.035 0.050 0.176 0.13
H 1.4967 1.4047 0.3396 -0.159 -0.153 -0.147 0.12
H 1.4952 0.0945 -1.8608 -0.294 0.070 -0.063 0.11
H -0.1196 -1.7575 -1.8743 -0.019 0.059 0.123 0.11
H -0.8323 -1.7458 0.7210 -0.051 0.038 -0.150 0.13
H -2.1550 -1.4932 -0.4248 0.076 0.097 0.022 0.12
H 2.3074 -1.0621 0.5707 0.219 -0.151 0.272 0.08
H 1.7399 -1.2923 0.1523 0.297 -0.106 0.240 0.04
```
Forces are in eV/Å.

Summary:
**2S+1**: 1
**SMILES**: [H]/N=C1/CC=CCO1.[H][H]
**Energy**: -8866.559 eV
**Total charge**: 0
**Strongest force on any atom**: 0.400 eV/A
**Relative energy (zero: lowest compared OMol25 entry of this formula, charge and spin)**: 2.6537 eV
**Highest occupied orbital energy**: -9.69 eV
**LUMO**: 0.036 Eh